No. 1
H24HeO12 | the ωB97M-V functional and the def2-TZVPD basis

```
37
Properties=species:S:1:pos:R:3:forces:R:3:nbo_charge:R:1
He 0.239108 0.081590 0.122694 0.0 0.1 -0.1 0.00
O 0.566008 2.200690 -2.386816 -0.1 0.0 0.4 -0.96
H 1.063088 1.554950 -2.888966 0.2 -0.3 -0.2 0.49
H 0.635318 3.007130 -2.897776 -0.1 0.3 -0.2 0.49
O -0.339842 -2.636070 -0.990206 0.6 0.2 0.3 -0.97
H -1.140842 -2.126550 -1.112756 -0.4 0.0 -0.2 0.49
H -0.633562 -3.450430 -0.581826 -0.1 -0.3 0.0 0.49
O -1.904102 0.580640 -2.762846 -0.2 -0.4 0.0 -0.96
H -1.166552 1.131320 -2.500176 0.4 0.3 0.1 0.49
H -2.666592 1.156200 -2.703046 -0.3 0.1 0.0 0.47
O 1.748308 -2.805620 -2.917306 0.3 -0.1 -0.4 -0.95
H 1.159208 -2.537790 -2.212006 -0.5 -0.1 0.4 0.49
H 2.047208 -1.983350 -3.305596 0.2 0.1 -0.1 0.45
O -1.274692 -0.737450 2.227824 -0.2 -0.3 0.1 -0.99
H -1.403882 0.210240 2.265624 0.3 0.4 0.1 0.49
H -0.336462 -0.845730 2.072124 0.4 -0.4 0.0 0.50
O 1.779788 -2.187980 1.273574 -0.4 -0.1 0.6 -0.98
H 2.210798 -1.410240 0.919184 0.6 0.3 -0.3 0.49
H 1.051148 -2.352300 0.674974 -0.2 -0.1 -0.4 0.48
O -1.806252 1.910770 2.108564 0.0 0.2 0.0 -0.95
H -2.619362 1.572550 1.733484 -0.4 0.0 -0.2 0.48
H -1.773332 2.824600 1.825604 0.1 0.3 0.0 0.49
O -3.317402 -1.854750 -1.390646 0.3 -0.2 -0.3 -0.96
H -3.127122 -1.813910 -0.453436 -0.5 -0.1 0.7 0.49
H -2.756262 -1.183480 -1.778926 0.0 0.5 -0.5 0.47
O -3.616292 -1.952940 1.495944 -0.5 -0.1 -0.2 -0.98
H -4.256892 -2.095010 2.192864 -0.3 -0.2 0.0 0.47
H -2.876492 -1.530570 1.932444 0.8 0.1 0.2 0.50
O 2.331778 2.219620 0.277864 0.0 0.0 0.2 -0.96
H 1.455018 2.262010 -0.103876 -0.4 -0.1 -0.3 0.50
H 2.839848 2.863350 -0.215816 0.2 0.4 -0.1 0.49
O 3.666398 -0.149410 0.234114 0.2 -0.7 -0.1 -0.97
H 3.315588 0.720690 0.044154 -0.4 0.4 0.1 0.49
H 4.211668 -0.024020 1.010774 0.2 -0.1 0.2 0.47
O 2.453698 3.442450 2.867604 0.0 0.3 0.2 -0.95
H 2.088048 3.138570 3.698374 0.0 0.0 0.3 0.47
H 2.153918 2.800230 2.224234 0.1 -0.2 -0.4 0.48
```
Forces are in eV/Å.

* molar mass: 220.18 u
* energy relative to the best compared isomer or geometry (same formula, charge and spin): 21.8 kcal per mole
* orbital gap: 0.372 hartree
* LUMO energy: -0.5 eV
* total charge: 0
* HOMO level: -10.7 eV

No. 2
H24N4O12S2 | the ωB97M-V functional and the def2-TZVPD basis

```
42
Properties=species:S:1:pos:R:3:forces:R:3:nbo_charge:R:1
N 4.869961 -15.994153 7.661792 -0.7 1.8 -0.8 -0.97
H 4.287363 -15.205125 7.316249 0.1 -0.5 0.6 0.40
H 5.298524 -16.266424 6.757583 0.3 -0.7 1.4 0.43
H 4.182928 -16.690933 8.098616 0.6 -0.3 0.1 0.48
H 5.541661 -15.550527 8.388859 -0.4 -1.3 -0.6 0.47
N 0.924170 -17.258315 7.567343 -0.5 1.3 -1.0 -0.90
H 1.016223 -17.792943 6.704010 -0.2 -0.2 0.3 0.43
H 0.621183 -16.305898 7.374411 -0.2 -0.1 -0.2 0.38
H 1.918082 -17.207496 7.995313 0.5 -0.6 1.0 0.48
H 0.280270 -17.706261 8.220476 0.6 -0.5 0.1 0.47
N 6.110802 -12.469305 9.084503 -0.2 1.6 0.0 -0.91
H 6.847513 -11.896620 9.503268 0.1 -0.5 0.2 0.43
H 5.246710 -12.155592 9.530421 0.0 -0.3 0.0 0.42
H 6.273216 -13.565003 9.253005 0.5 -1.2 0.4 0.48
H 6.075081 -12.205729 8.100052 -0.1 -0.3 0.1 0.41
N 9.172488 -16.312237 8.087934 0.4 -0.2 0.4 -0.91
H 8.996105 -17.311459 7.955251 0.1 0.1 -0.3 0.46
H 8.531366 -16.027190 8.889201 -0.1 0.5 0.6 0.49
H 9.115681 -15.717566 7.271193 -0.3 -0.3 -0.2 0.41
H 10.066164 -16.123922 8.553389 -0.1 -0.4 -0.2 0.44
S 2.790277 -18.896774 9.394945 -0.4 -1.7 2.0 2.59
O 2.742128 -18.855575 10.848803 0.2 0.1 -0.7 -1.00
O 3.864522 -19.774513 8.869108 0.1 0.5 -0.2 -1.07
O 1.470847 -19.288767 8.838900 0.3 0.1 -0.3 -1.11
O 3.105635 -17.498357 8.879560 -0.5 1.4 -0.9 -1.12
S 7.197844 -15.376184 10.762862 -0.5 0.3 2.4 2.60
O 8.637866 -15.532872 10.411124 -0.4 -0.2 -0.6 -1.07
O 6.555546 -16.610070 11.179958 0.5 0.0 -0.3 -0.99
O 7.014458 -14.329594 11.763501 0.2 0.3 -1.0 -1.03
O 6.509211 -14.945678 9.448842 0.1 1.2 -0.9 -1.12
O 6.396684 -16.547182 5.378092 0.2 0.3 -0.6 -0.94
H 5.820791 -16.411723 4.614146 0.1 -0.2 0.1 0.48
H 7.279115 -16.619449 4.999721 -0.1 -0.1 0.0 0.48
O 6.593972 -18.260558 9.123168 0.2 0.7 0.5 -1.06
H 5.756151 -18.752779 9.135768 0.0 -0.1 0.0 0.51
H 6.569776 -17.694582 9.961061 -0.1 -0.8 -0.9 0.50
O 3.855746 -18.935032 6.296069 0.1 0.4 0.3 -1.03
H 4.019101 -19.063071 7.281427 -0.3 -0.4 -0.8 0.51
H 3.433967 -19.758252 6.036569 0.0 -0.1 0.2 0.47
O 3.335857 -13.758862 6.539745 -0.3 0.3 -0.2 -0.95
H 2.567685 -13.429002 7.023725 0.1 0.0 0.0 0.49
H 3.042165 -13.815993 5.621279 0.1 0.0 0.1 0.49
```
Forces are in eV/Å.

* molar mass: 336.34 u
* energy relative to the best compared isomer or geometry (same formula, charge and spin): 39.5 kcal per mole
* orbital gap: 0.224 hartree
* LUMO energy: -1.2 eV
* total charge: 0
* HOMO level: -7.3 eV

No. 3
H24NO10 | the ωB97M-V functional and the def2-TZVPD basis

```
35
Properties=species:S:1:pos:R:3:forces:R:3:nbo_charge:R:1
N 13.816247 -2.592986 -8.348550 0.6 -2.4 -2.4 -1.11
H 12.905995 -2.867313 -8.007542 2.5 0.4 -1.7 0.39
H 13.601177 -2.064056 -9.181664 1.3 -1.0 1.7 0.38
H 14.363812 -3.376953 -8.673613 -1.5 3.3 2.6 0.36
H 14.366373 -2.048461 -7.699741 -2.7 -1.9 -1.8 0.38
O 14.645474 -4.400089 -9.113517 4.8 -7.8 -2.6 -0.85
H 15.044727 -4.367465 -9.982863 0.8 -0.4 -0.6 0.48
H 15.090313 -5.123640 -8.672134 0.3 -0.8 0.3 0.52
O 14.994984 -1.425477 -7.148484 7.9 6.3 7.5 -0.82
H 15.767140 -1.820758 -6.743820 0.6 0.2 0.2 0.48
H 14.603316 -0.897324 -6.452859 -0.7 0.8 0.3 0.54
O 12.890538 -1.625434 -5.786051 -1.8 3.3 1.7 -1.00
H 13.606926 -2.260074 -5.770307 -1.0 0.7 -0.3 0.44
H 12.106777 -2.152087 -5.942872 0.5 0.3 0.7 0.46
O 15.871668 -2.112170 -9.248107 4.1 -4.5 -1.8 -0.87
H 15.352141 -2.394770 -10.000740 -0.1 0.3 -0.2 0.48
H 16.682456 -2.616777 -9.313091 0.8 0.0 -0.1 0.49
O 11.977234 -3.100440 -7.417529 -8.0 -2.7 3.5 -0.83
H 11.300397 -2.424030 -7.441595 -0.4 0.6 -0.2 0.51
H 11.512915 -3.911959 -7.622681 -0.3 -0.4 -0.1 0.50
O 12.762919 -0.042573 -7.944176 -2.5 1.3 2.2 -0.95
H 12.166226 0.327522 -8.594719 -0.1 1.2 0.7 0.41
H 13.591153 -0.149999 -8.411842 1.2 0.2 -0.2 0.48
O 12.795369 -1.348374 -9.732490 -4.7 2.7 -6.6 -0.89
H 12.097275 -0.722828 -9.538562 -0.1 -0.3 -0.1 0.49
H 12.662366 -1.578985 -10.651923 -0.3 -0.4 -0.7 0.48
O 14.138278 -3.424322 -5.835819 2.3 -4.1 0.6 -0.88
H 14.432431 -3.411503 -4.925024 0.1 -0.4 0.7 0.50
H 14.907880 -3.701953 -6.332676 0.2 -0.3 -0.2 0.47
O 14.896091 -0.240368 -9.039735 -0.6 4.7 -1.5 -0.95
H 14.726757 -0.000731 -9.950853 0.0 0.6 -0.3 0.45
H 15.552848 -0.934729 -9.092295 0.4 1.3 0.5 0.47
O 12.508270 -4.104536 -9.794810 -2.0 -0.3 -1.4 -0.95
H 13.390810 -4.397677 -10.021583 -1.3 -0.3 0.0 0.46
H 12.008139 -4.913009 -9.683151 -0.3 -0.3 -0.4 0.47
```
Forces are in eV/Å.

* molar mass: 198.19 u
* energy relative to the best compared isomer or geometry (same formula, charge and spin): 383.2 kcal per mole
* orbital gap: 0.307 hartree
* LUMO energy: -3.9 eV
* total charge: +1
* HOMO level: -12.2 eV

No. 4
H24NO10 | the ωB97M-V functional and the def2-TZVPD basis

```
35
Properties=species:S:1:pos:R:3:forces:R:3:nbo_charge:R:1
N -0.271971 -0.241343 -0.685000 -1.9 -0.7 -0.9 -0.86
H -0.697971 -1.139343 -0.403000 0.2 0.3 -0.4 0.46
H 0.072029 0.182657 0.131000 0.7 1.0 1.7 0.46
H -0.958971 0.377657 -1.126000 -0.4 0.1 0.4 0.47
H 0.448029 -0.358343 -1.358000 1.2 -0.5 -0.6 0.44
O 2.578029 -1.310343 -0.653000 -0.6 -0.5 -0.2 -0.98
H 3.327029 -1.777343 -0.322000 0.9 -0.8 0.7 0.48
H 2.917029 -0.962343 -1.480000 -0.4 0.6 -0.8 0.52
O -1.530971 -1.860343 2.020000 -2.0 0.3 0.3 -0.98
H -1.721971 -2.702343 2.431000 0.2 -0.2 0.0 0.49
H -0.609971 -1.712343 1.932000 1.6 -0.1 0.0 0.50
O 2.354029 0.582657 -2.610000 -1.4 -2.3 0.6 -0.98
H 3.105029 0.971657 -2.962000 2.2 1.2 -1.2 0.48
H 1.820029 1.292657 -2.293000 -0.8 1.3 0.4 0.50
O -3.172971 -0.799343 0.151000 -0.4 0.1 -0.1 -1.00
H -2.627971 -1.104343 0.886000 0.6 -0.3 0.2 0.50
H -3.960971 -0.543343 0.636000 -0.4 0.1 -0.2 0.48
O 3.092029 0.984657 0.502000 -0.7 1.4 1.1 -0.97
H 3.938029 1.139657 0.117000 0.9 0.2 -0.4 0.47
H 2.813029 0.124657 0.225000 -0.2 -0.9 -0.4 0.47
O 0.573029 -2.896343 0.598000 -0.5 -0.6 0.9 -0.97
H 0.683029 -3.665343 1.181000 -0.4 0.2 -0.2 0.48
H 1.398029 -2.872343 0.142000 1.0 0.3 -0.9 0.49
O -1.799971 1.875657 1.079000 3.4 -1.6 1.4 -0.97
H -2.536971 2.381657 0.868000 -1.8 1.7 -0.4 0.49
H -1.258971 2.266657 1.811000 -1.2 -0.2 -1.1 0.48
O 0.637029 -0.135343 2.386000 -0.9 0.8 -1.4 -0.96
H 1.379029 -0.662343 2.606000 1.2 -0.6 0.6 0.49
H 0.029029 -0.134343 3.116000 -0.3 0.0 0.7 0.49
O 0.354029 2.582657 -1.696000 -0.4 0.1 -1.8 -0.97
H 0.650029 2.789657 -0.836000 0.6 0.4 1.8 0.48
H 0.229029 3.456657 -2.117000 0.0 -0.7 0.1 0.50
O -3.437971 1.436657 -1.659000 0.4 -1.2 0.3 -0.96
H -3.580971 0.560657 -1.243000 0.6 0.3 -0.3 0.49
H -4.227971 1.870657 -1.375000 -0.8 0.9 0.0 0.47
```
Forces are in eV/Å.

* molar mass: 198.19 u
* energy relative to the best compared isomer or geometry (same formula, charge and spin): 24.3 kcal per mole
* orbital gap: 0.404 hartree
* LUMO energy: -2.8 eV
* total charge: +1
* HOMO level: -13.8 eV

No. 5
H24O12 | the ωB97M-V functional and the def2-TZVPD basis

```
36
Properties=species:S:1:pos:R:3:forces:R:3:nbo_charge:R:1
O -2.691120 -2.476569 0.907886 -0.1 -0.1 0.2 -0.96
H -3.386629 -2.848150 0.365278 -0.2 0.0 -0.2 0.48
H -1.885595 -2.660338 0.424580 0.6 -0.1 -0.2 0.50
O 4.047368 -1.540215 -0.288924 0.3 -0.5 0.4 -0.99
H 3.616335 -0.691937 -0.184729 -0.2 0.4 0.1 0.48
H 3.736327 -1.865294 -1.133797 -0.1 0.0 -0.5 0.43
O -2.623453 0.074639 1.659142 0.0 1.1 0.4 -0.99
H -2.605044 -0.750722 1.174703 -0.2 -0.9 -0.2 0.50
H -2.156431 -0.114328 2.473035 0.1 -0.3 0.2 0.47
O -2.203514 1.468578 -1.155937 -0.5 -0.2 -0.2 -1.01
H -1.727668 2.243862 -1.453825 0.7 0.3 -0.2 0.51
H -2.507775 1.696549 -0.277481 -0.1 0.1 0.5 0.51
O 0.157521 -0.402532 0.573179 -0.2 -0.3 0.5 -1.01
H 0.694362 -0.038830 -0.130912 0.5 0.1 -0.4 0.49
H -0.722431 -0.067077 0.401785 -0.4 0.2 0.0 0.48
O 0.114646 2.736369 -1.866405 -0.6 0.6 -0.3 -1.02
H 0.635918 2.040608 -1.465870 0.3 -0.6 0.0 0.48
H 0.591450 3.540992 -1.662763 0.2 0.3 0.0 0.45
O 2.980362 1.999058 0.209153 0.4 0.1 0.5 -1.00
H 2.352405 1.622521 -0.407386 -0.2 -0.2 -0.2 0.46
H 2.880346 2.945370 0.105670 0.0 0.3 0.0 0.44
O 1.780166 0.310720 -1.599807 -0.7 0.3 1.1 -1.38
H 2.645148 0.445940 -1.986795 1.1 0.1 -0.7 0.35
H 1.309132 -0.218051 -2.243823 -0.5 -0.6 -0.8 0.43
O -2.065652 -0.778237 -2.466989 0.1 -1.3 -0.5 -1.00
H -2.790033 -0.693691 -3.086958 -0.1 0.0 -0.1 0.45
H -2.041926 0.062262 -2.009551 0.0 0.8 0.5 0.50
O 1.426910 -3.482489 0.841105 -0.5 -0.4 0.2 -0.96
H 1.764206 -4.299541 0.473836 0.1 -0.1 -0.1 0.45
H 1.791493 -2.798410 0.279552 0.3 0.4 -0.1 0.48
O -2.132672 2.740932 1.319767 0.1 0.7 -0.1 -0.96
H -1.905579 1.963359 1.829704 0.0 -0.5 -0.1 0.49
H -2.744691 3.222561 1.876274 -0.2 0.1 0.1 0.46
O 1.600364 -1.209787 2.890073 0.5 -0.1 0.7 -0.96
H 1.154344 -1.020062 2.064668 -0.3 0.2 -0.6 0.50
H 0.911412 -1.158058 3.552561 -0.1 0.0 0.1 0.44
```
Forces are in eV/Å.

* molar mass: 216.18 u
* energy relative to the best compared isomer or geometry (same formula, charge and spin): 19.2 kcal per mole
* 2S+1: 2
* orbital gap (spin up / spin down): 0.096 / 0.373 hartree
* LUMO energy (spin up / spin down): 2.6 / 2.5 eV
* total charge: -1
* HOMO level (spin up / spin down): 0.0 / -7.6 eV

No. 6
H24O12 | the ωB97M-V functional and the def2-TZVPD basis

```
36
Properties=species:S:1:pos:R:3:forces:R:3:nbo_charge:R:1
O 2.893044 -0.653258 -0.146854 0.3 -0.1 -0.2 -0.95
H 3.222456 -0.324196 0.697138 -0.1 0.0 -0.1 0.48
H 3.689748 -0.881384 -0.643906 0.0 -0.1 0.2 0.47
O -1.949258 3.085520 0.176384 0.2 0.1 0.0 -0.94
H -1.049055 3.144916 -0.169393 0.0 -0.1 0.0 0.48
H -2.423878 3.791217 -0.273695 0.0 -0.1 0.0 0.46
O -0.428084 -0.408965 2.811149 0.3 0.1 0.4 -0.96
H -1.150597 -0.670079 3.397908 0.0 0.0 -0.2 0.50
H 0.365160 -0.775961 3.223687 -0.1 0.0 0.1 0.48
O -3.935660 -0.543939 0.300750 0.1 0.0 0.3 -0.95
H -4.132693 -0.499671 1.241347 0.0 0.1 -0.1 0.45
H -3.080071 -0.995624 0.244762 -0.3 0.0 -0.2 0.49
O -0.313685 0.121459 -0.066539 0.9 0.1 0.2 -1.01
H -0.356704 0.158600 0.900328 -0.3 0.0 -0.2 0.50
H 0.333780 0.819355 -0.307412 -0.4 -0.1 0.4 0.50
O 0.545577 -1.869925 -2.000638 0.6 -0.2 0.3 -0.98
H 0.689558 -1.524003 -1.101249 -0.2 0.1 -0.1 0.51
H 1.247494 -2.515400 -2.136128 -0.1 0.0 -0.1 0.48
O -0.417883 -2.949604 1.347119 0.2 0.0 -0.3 -0.98
H -0.801392 -2.648122 0.494149 0.0 -0.1 0.5 0.50
H -0.013813 -2.164819 1.731249 -0.3 -0.1 -0.3 0.46
O 2.566065 0.889093 -2.645649 0.2 -0.2 0.3 -0.94
H 2.520896 0.146975 -2.019489 -0.2 0.2 -0.2 0.49
H 3.509681 1.074343 -2.724863 -0.1 0.1 -0.1 0.47
O -1.025836 0.281828 -2.671233 -0.1 -0.1 0.2 -0.98
H -0.979749 0.455121 -1.709120 -0.3 -0.2 -0.7 0.49
H -0.514247 -0.534673 -2.787754 0.0 0.5 0.0 0.47
O -2.054657 -2.336130 -0.846421 0.2 -0.2 -0.2 -0.97
H -1.638550 -1.897232 -1.603619 -0.1 0.1 0.1 0.51
H -2.218770 -3.237521 -1.145799 -0.1 0.1 0.0 0.48
O 0.481131 2.346582 3.568586 0.1 -0.2 0.0 -0.94
H 0.129952 1.478918 3.312201 0.0 0.3 0.0 0.48
H 1.433378 2.222115 3.631736 -0.1 0.1 0.0 0.45
O 1.224608 2.497685 -0.642244 0.4 -0.4 -0.2 -0.98
H 1.906499 2.949363 -0.134080 -0.1 0.0 0.1 0.48
H 1.725554 1.967431 -1.302410 -0.2 0.5 -0.1 0.50
```
Forces are in eV/Å.

* molar mass: 216.18 u
* energy relative to the best compared isomer or geometry (same formula, charge and spin): 37.4 kcal per mole
* orbital gap: 0.345 hartree
* LUMO energy: -0.7 eV
* total charge: 0
* HOMO level: -10.1 eV

Question: Look up the molar mass of the second one.
Answer: 336.34 u